1.
C15H34Cl6O6 | wB97M-V/def2-TZVPD

Element x y z (Å)
C -2.960275 0.281689 -7.445886
C -3.336866 -1.073391 -6.809588
C -1.824517 -1.437240 -6.461004
O -0.940328 -0.483766 -7.007865
C -1.580837 0.724100 -7.050326
H -3.757215 0.991527 -7.224255
H -2.938034 0.096171 -8.519751
H -3.824070 -1.796823 -7.463318
H -3.996551 -0.966711 -5.948464
H -1.555400 -2.431939 -6.816314
H -1.784009 -1.456950 -5.371941
H -1.125079 1.415335 -7.759253
H -1.344763 1.226680 -6.112360
C 5.018518 -3.619585 0.180242
C 4.135873 -4.635168 -0.494794
C 4.618336 -6.012776 0.150224
O 6.007340 -5.780363 0.386560
C 6.306330 -4.395406 0.655362
H 4.578547 -3.177083 1.073953
H 5.210117 -2.772456 -0.478374
H 4.449413 -4.655107 -1.538536
H 3.058188 -4.473696 -0.469644
H 4.528545 -6.883387 -0.499448
H 4.017065 -6.090394 1.056062
H 7.077457 -4.013302 -0.013561
H 6.598494 -4.122847 1.669486
Cl -0.872880 -0.535727 0.022656
C 0.175801 0.952643 0.072819
Cl -0.311493 2.237588 1.175908
H 1.150934 0.644829 0.450264
H 0.341275 1.354352 -0.926848
Cl 2.807405 5.827613 5.844570
C 1.693708 4.857334 6.770914
Cl 2.416609 4.089193 8.246668
H 0.861097 5.464329 7.126449
H 1.120237 4.088543 6.253046
Cl 4.048169 0.280685 5.155870
C 4.848546 -0.758245 6.432649
Cl 4.433019 -2.503814 6.110867
H 5.917844 -0.601084 6.291235
H 4.539562 -0.324960 7.383917
O -2.125027 -0.376898 6.577020
C -2.503274 -1.076751 5.398010
C -3.643892 -2.125330 5.846751
O -3.139627 -3.048725 6.789878
H -1.825704 -0.960228 7.278255
H -2.840843 -0.359879 4.649523
H -1.578350 -1.582016 5.119937
H -4.046093 -2.611275 4.957831
H -4.477981 -1.690440 6.397440
H -2.608845 -3.738461 6.384731
O -2.300994 6.117911 -3.659709
C -3.512782 5.695704 -3.110611
C -4.481365 5.314949 -4.235794
O -5.409036 6.409210 -4.414174
H -1.844537 6.629960 -2.988096
H -3.426415 4.898287 -2.372526
H -3.998847 6.532514 -2.609019
H -5.083417 4.495511 -3.843178
H -3.938867 5.026205 -5.136029
H -5.020218 6.919363 -5.128429

Force components x, y, z for each atom (eV/Å):
C -2.7 0.8 -0.6
C 2.3 0.6 0.1
C -1.3 -1.2 0.7
O 1.3 -2.1 -0.4
C -0.1 0.8 0.3
H 0.1 0.3 -0.3
H 0.0 0.4 -0.1
H 0.3 0.3 -0.3
H 0.4 0.0 0.2
H 0.2 0.2 -0.1
H 0.4 0.1 0.2
H 0.0 -0.4 -0.6
H -1.1 0.2 0.7
C 0.1 0.5 1.5
C 0.8 -1.7 -0.5
C -0.3 2.5 -0.5
O 0.5 0.1 0.7
C -1.6 0.7 -1.9
H -0.4 -0.1 0.0
H 0.4 -0.1 0.0
H -0.2 -0.1 -0.2
H 0.1 0.1 0.3
H -0.1 0.1 0.2
H 0.3 -0.6 0.4
H 0.5 -0.7 0.1
H -0.2 -0.6 0.2
Cl 0.5 1.2 0.0
C 0.8 -0.7 0.1
Cl -0.5 -0.1 -0.2
H -0.3 -0.3 -0.1
H -0.6 -0.1 0.1
Cl -0.1 -0.3 -0.1
C -1.4 -0.3 1.2
Cl -0.2 0.3 -0.8
H 0.5 0.5 0.2
H 1.0 -0.2 -0.6
Cl 0.4 -0.5 0.7
C -0.2 0.3 -1.4
Cl 0.3 1.3 0.7
H -0.2 -0.4 0.0
H -0.3 -0.8 0.0
O -0.2 1.4 -0.1
C -0.9 -1.4 2.5
C 1.1 0.6 -1.0
O 0.3 -0.2 0.3
H -0.1 -0.5 -0.3
H 0.0 -0.1 0.1
H -0.3 -0.5 -0.9
H 0.0 -0.2 -0.1
H 0.2 0.7 -0.4
H 0.0 0.1 -0.3
O 0.8 0.1 -0.1
C -1.1 0.1 -0.2
C -0.5 0.3 1.6
O 0.7 -0.6 -0.9
H 0.2 0.0 -0.1
H 0.4 -0.3 -0.1
H -0.1 0.0 0.2
H 0.0 -0.2 -0.4
H -0.1 0.1 -0.1
H -0.3 0.4 0.0

The spin multiplicity is 1. The gap between HOMO and LUMO comes out at 9.879 eV. Its SMILES is C1CCOC1.C1CCOC1.ClCCl.ClCCl.ClCCl.OCCO.OCCO. As for the net charge: 0. The LUMO energy comes out at 0.19 eV.

=====

2.
C48H46AsCsN6O12P2S | wB97M-V/def2-TZVPD

Element x y z (Å)
Cs -1.277075 -0.771460 1.714500
S 3.738798 -0.217331 1.215994
C 4.561090 -0.041511 2.730175
C 5.834382 -0.602122 2.770895
C 6.621172 -0.438247 3.905862
C 6.067373 0.230478 5.040958
C 4.863734 0.914613 4.891404
C 4.035618 0.630441 3.813457
As 2.277593 1.554174 3.382735
C 1.808111 1.814366 5.260863
C 1.199407 2.919530 5.764623
C 0.677170 2.946376 7.057301
C 0.949147 1.899851 7.944470
C 1.689551 0.831856 7.439172
C 1.996594 0.750323 6.100755
C 3.041408 3.411481 2.980190
C 2.620334 3.796072 1.720373
C 3.186921 4.901395 1.109290
C 3.892442 5.810539 1.949207
C 4.347488 5.391917 3.206951
C 3.819915 4.239282 3.737386
H 6.209335 -1.195806 1.905980
H 7.659162 -0.819259 3.921459
H 6.583230 0.268176 5.949037
H 4.474870 1.513137 5.719406
H 1.051761 3.865480 5.221051
H 0.144210 3.860308 7.404995
H 0.643881 1.917706 8.993419
H 2.156909 0.039905 8.033113
H 2.509980 -0.180907 5.869631
H 1.921120 3.158467 1.207870
H 3.052986 5.087485 0.056645
H 4.104295 6.849262 1.668191
H 5.042891 5.924046 3.854304
H 4.024191 4.022759 4.794920
C -11.639763 1.453854 -1.490580
O -11.280446 1.334124 -0.089520
C -10.121519 1.771155 0.323553
C -9.210234 2.395891 -0.596605
C -7.970499 2.787845 -0.195876
C -7.692641 2.717727 1.234038
C -8.575480 2.165405 2.167661
C -9.713107 1.619766 1.687118
N -6.531741 3.293127 1.672083
N -5.772357 3.603044 0.686073
C -4.439894 3.712896 0.902766
C -3.878583 3.782004 2.200193
C -2.558116 3.489538 2.407439
C -1.793316 3.020446 1.320362
O -0.848766 2.258728 1.443734
C -2.276941 3.292680 -0.110989
N -1.434557 3.220377 -1.123663
C -1.791777 3.608275 -2.389570
C -3.062225 4.033757 -2.677338
C -3.970878 4.014061 -1.612295
C -3.628705 3.584957 -0.278430
H -12.706850 1.423476 -1.540767
H -11.202330 0.644236 -2.058714
H -11.315975 2.504699 -1.830388
H -9.458520 2.442555 -1.623111
H -7.188437 3.154052 -0.820914
H -8.374805 2.131462 3.263893
H -10.404301 1.030982 2.310015
H -4.525998 3.999169 3.051825
H -2.150622 3.605122 3.388739
H -0.945151 3.525320 -3.088287
H -3.393808 4.308278 -3.669095
H -5.038738 4.342323 -1.740060
C -0.013313 -5.498396 -0.532096
C -1.034602 -4.503249 -0.159577
O -2.351739 -5.079790 -0.186447
P -0.804972 -4.210038 1.622809
O 0.569265 -3.575784 1.877860
O -0.830057 -5.750641 2.095317
O -1.973968 -3.561416 2.256969
P -0.984276 -2.724057 -1.280268
O 0.229064 -2.056165 -0.594931
O -0.688965 -3.215476 -2.653776
O -2.296005 -2.082544 -0.792786
H -0.193822 -6.508091 -0.153808
H 1.014108 -5.209048 -0.225801
H 0.109152 -5.501536 -1.611868
H -3.014640 -4.364560 -0.214328
H 1.325965 -2.518578 2.492233
H -0.910147 -5.918286 3.062357
H 0.932212 -1.710860 -1.239105
C 1.603909 0.511859 -3.006666
O 1.851133 -0.629631 -2.152668
H 1.803187 0.372914 -4.096775
H 2.162441 1.388074 -2.669637
H 0.526894 0.786834 -2.965222
H 2.635095 -1.131852 -2.466174
O 2.114287 -1.053819 1.457941
O 1.766798 -1.586440 2.676781
C 4.838746 -5.243278 -3.597481
C 4.244304 -4.576595 -2.493028
N 2.968094 -4.104846 -2.535304
C 2.272456 -4.284314 -3.643964
C 2.870178 -4.758561 -4.843132
C 4.192485 -5.251258 -4.828088
C 2.004617 -4.678177 -6.020045
C 2.316439 -4.493651 -7.327449
C 3.413472 -3.721597 -7.919868
C 4.295049 -2.831201 -7.207587
C 5.223629 -2.283754 -8.060611
N 5.243728 -2.380236 -9.425840
C 4.403760 -3.245554 -9.969425
N 3.523031 -3.905849 -9.273324
H 5.788025 -5.710671 -3.483291
H 4.746086 -4.393913 -1.552668
H 1.230819 -4.002309 -3.620125
H 4.713310 -5.710494 -5.658034
H 0.944708 -4.765499 -5.745398
H 1.675255 -4.912287 -8.123130
H 4.454795 -2.899952 -6.090184
H 5.990909 -1.634183 -7.539903
H 4.466187 -3.435352 -11.042327

Force components x, y, z for each atom (eV/Å):
Cs 0.0 0.2 0.0
S -1.8 -1.1 -0.4
C 0.1 -1.1 0.0
C 1.1 -0.4 -0.1
C -0.2 0.2 0.9
C 0.0 0.1 -2.8
C -0.5 -1.1 1.0
C -0.5 2.0 -0.8
As 0.9 0.7 0.6
C 0.4 -0.6 -1.4
C -1.3 2.1 0.6
C 0.0 0.4 0.9
C 0.2 0.1 -0.2
C 0.0 -0.2 0.6
C 0.6 -1.0 1.1
C -1.9 -1.6 0.3
C 1.0 -0.4 -0.7
C 0.0 1.4 1.4
C 0.8 -0.3 -0.5
C -0.9 0.6 -0.1
C 0.8 -0.7 1.3
H -0.4 0.7 0.7
H -0.8 0.0 0.2
H 0.9 0.3 1.2
H 0.2 -0.2 -0.2
H 0.2 -0.7 -0.3
H 0.4 -0.9 -0.3
H 0.1 0.1 -0.4
H -0.8 0.2 0.3
H -0.1 0.3 -0.8
H 0.0 -0.2 -0.5
H -0.4 0.4 0.0
H 0.3 -0.6 -0.5
H -0.4 0.5 -0.4
H 0.2 -0.3 -0.5
C 1.2 2.1 1.2
O -3.3 -1.3 -1.2
C 4.1 1.6 0.5
C -0.7 -1.1 1.2
C -0.7 -0.7 3.0
C -0.7 1.2 -1.8
C 1.4 0.5 0.3
C -3.3 -1.1 -1.8
N 1.9 0.2 0.3
N 0.3 -0.6 0.6
C -1.2 0.4 0.2
C 0.4 -0.3 -0.3
C -1.3 1.2 0.2
C 0.2 -1.0 -2.1
O 1.6 -0.3 0.5
C -0.3 0.0 0.9
N 0.8 0.7 -1.6
C 1.8 -1.2 2.1
C -1.3 -0.2 1.1
C -1.5 -0.2 0.7
C 0.3 1.9 -1.4
H -0.7 -0.2 0.1
H 0.3 0.0 -0.3
H -0.5 -1.7 0.1
H -0.1 0.1 -0.8
H 0.0 0.2 -0.4
H 0.2 0.1 -1.2
H 0.3 0.5 -0.1
H 0.0 -0.1 -0.4
H 0.5 -0.4 0.4
H -0.7 0.2 0.0
H 0.1 0.2 0.0
H 1.2 -0.3 -0.1
C 1.8 -0.5 -1.4
C -0.7 2.5 0.7
O -0.4 -0.1 -1.0
P 0.9 0.6 -0.1
O -0.6 -0.7 0.3
O 0.5 -1.5 1.4
O -0.8 0.9 0.6
P -3.6 -4.0 2.1
O 2.5 1.8 -0.5
O 0.1 0.7 -0.7
O 1.9 -0.4 -1.2
H -0.2 0.2 0.0
H -0.7 0.1 0.4
H -0.3 -0.4 -0.5
H 0.7 -0.1 0.1
H 0.1 0.1 -1.1
H 0.0 0.6 -1.2
H -1.2 -0.4 1.0
C -0.8 0.1 -0.4
O 0.9 0.3 -1.2
H 0.2 -0.4 0.8
H 0.1 -0.1 0.1
H 0.7 -0.5 0.3
H -0.8 0.6 0.2
O 1.0 1.1 -1.5
O 0.6 0.3 2.0
C -0.8 1.0 0.9
C -1.2 -0.1 -1.3
N 1.3 -0.4 0.4
C 1.2 -0.3 -0.6
C 0.0 0.8 -0.1
C -0.8 0.1 1.1
C -0.1 -0.2 -0.4
C -0.2 -0.1 0.0
C 0.8 -0.4 -0.1
C -0.2 -2.4 -0.7
C 0.8 1.6 0.0
N 1.0 0.4 1.1
C 0.5 0.8 0.9
N -1.4 -0.7 1.4
H 0.7 -0.1 0.1
H 0.2 -0.2 0.0
H -0.4 0.2 0.1
H -0.4 0.1 -0.3
H 0.3 -0.7 -0.4
H -0.2 0.8 0.6
H -0.6 0.6 -1.5
H -0.6 -0.7 -1.2
H 0.0 0.1 0.2

The spin multiplicity is 1. The gap between HOMO and LUMO comes out at 4.238 eV. As for the net charge: -2. The LUMO energy comes out at 2.35 eV.

=====

3.
C50H52BiN4O2PS2 | wB97M-V/def2-TZVPD

Element x y z (Å)
Bi 1.014819 0.347589 0.603738
C -4.117954 -0.313027 -4.988499
C -4.716612 1.048382 -4.508306
C -5.829940 1.544940 -5.167141
C -6.422774 2.792561 -4.927199
C -5.968488 3.512314 -3.859746
C -4.905288 3.005275 -3.116967
C -4.246756 1.819630 -3.430052
P -2.831939 1.535152 -2.260954
C -1.406393 1.033666 -3.391836
C -0.805013 -0.206316 -3.215289
C 0.434726 -0.380678 -3.797955
C 1.046855 0.546704 -4.622396
C 0.330942 1.714718 -4.871547
C -0.859795 2.033468 -4.235944
C -1.431583 3.391499 -4.312764
C -3.165953 -0.017663 -1.330201
C -4.267547 -0.843781 -1.643322
C -4.499839 -2.013836 -1.007506
C -3.735854 -2.346033 0.101737
C -2.797791 -1.475005 0.555544
C -2.422073 -0.291278 -0.150829
C -1.383871 0.543862 0.498071
H -4.920306 -0.941443 -5.400632
H -3.613109 -0.824062 -4.147843
H -3.384791 -0.129024 -5.786591
H -6.172450 1.006139 -6.027125
H -7.245491 3.143494 -5.499376
H -6.519795 4.454172 -3.614481
H -4.482526 3.568185 -2.264614
H -1.237476 -1.008158 -2.550660
H 0.949095 -1.307834 -3.533926
H 2.026893 0.356200 -5.060793
H 0.844833 2.532348 -5.399393
H -0.748381 4.166825 -4.742106
H -1.683158 3.804570 -3.301390
H -2.403679 3.453349 -4.883499
H -4.952288 -0.580574 -2.473721
H -5.306132 -2.700541 -1.344095
H -3.935981 -3.229376 0.708222
H -2.179372 -1.655957 1.471099
H -1.718497 0.672409 1.544596
H -1.339598 1.573381 0.084879
N 0.091548 -2.419561 2.526873
C 1.234520 -3.166819 3.195040
C 0.946564 -3.371244 4.660718
C 1.300839 -2.128908 5.479478
N 0.414909 -0.974853 5.186774
H 0.391927 -2.216197 1.572066
H 0.017043 -1.524382 3.013202
H 2.212262 -2.646167 3.095479
H 1.372833 -4.092039 2.604643
H 1.444611 -4.229121 5.008983
H -0.144095 -3.497186 4.790074
H 2.276285 -1.726046 5.155796
H 1.337952 -2.429975 6.575378
H 0.922050 -0.093690 5.376375
H -0.465291 -1.005729 5.683650
C -0.810529 4.991364 1.208101
C -0.171501 4.528547 2.477177
C -0.186511 3.182112 2.760891
C 0.345759 2.668949 3.949843
C 1.002429 3.544726 4.798690
C 1.157194 4.875600 4.458198
C 0.590067 5.354424 3.299741
S 1.638411 2.934115 6.391587
O 0.484087 2.722661 7.222974
O 2.532449 3.970877 6.883923
N 2.349974 1.580137 6.024018
C 3.259130 1.522471 4.997258
C 3.997623 2.613630 4.461281
C 4.772360 2.437276 3.332650
C 4.828471 1.170724 2.808248
C 4.051173 0.152596 3.343695
N 3.304941 0.296619 4.408801
H -0.230927 5.637104 0.546992
H -1.682377 5.605357 1.488831
H -1.282291 4.225385 0.555066
H -0.652584 2.500616 2.087691
H 0.397876 1.569362 4.109815
H 1.691507 5.477754 5.159663
H 0.646488 6.418690 3.116498
H 3.855091 3.619678 4.868764
H 5.270132 3.288724 2.940048
H 5.423766 0.945364 1.919535
H 4.089168 -0.829345 2.864678
S 1.303013 1.992319 -1.105009
C 0.764898 -6.116793 -3.459218
C 1.755597 -5.131789 -3.388659
C 1.653440 -4.007820 -2.615318
C 0.480102 -3.777156 -1.843236
C -0.460787 -4.815167 -1.851969
C -0.320355 -5.934601 -2.632733
C 0.263593 -2.535918 -1.029526
C 1.205856 -1.705766 -0.546906
C 2.715475 -1.963281 -0.668927
C 3.528421 -1.051573 -1.376057
C 4.896811 -1.226948 -1.362735
C 5.489194 -2.331143 -0.722503
C 4.688702 -3.191851 -0.032017
C 3.317665 -2.989985 0.065128
H 0.922496 -6.970063 -4.058562
H 2.617114 -5.315338 -3.971934
H 2.462191 -3.254655 -2.616805
H -1.293932 -4.654035 -1.174660
H -1.170597 -6.639094 -2.689804
H -0.803036 -2.263744 -0.748480
H 3.041521 -0.178722 -1.838165
H 5.507672 -0.513719 -1.861361
H 6.547408 -2.490621 -0.760772
H 5.106652 -4.072142 0.494077
H 2.765889 -3.680241 0.687776

Force components x, y, z for each atom (eV/Å):
Bi -0.8 -0.1 -0.2
C -0.1 1.1 0.7
C 0.1 -0.7 0.0
C 0.0 0.6 -1.0
C 0.7 -1.4 0.5
C -0.5 1.2 0.7
C 0.4 0.8 0.6
C 0.1 -0.5 0.4
P 1.0 -0.3 -0.3
C -1.5 0.5 0.6
C -0.2 0.2 0.2
C 0.8 -1.6 0.1
C -1.0 0.0 0.0
C 1.1 1.1 -0.1
C 0.4 -1.5 0.7
C -1.1 2.0 0.0
C -0.3 0.3 0.3
C 0.1 1.0 -1.5
C -1.1 -1.6 0.3
C -0.3 -0.5 0.8
C 1.9 1.0 0.6
C -0.6 -0.8 -0.1
C -0.2 1.2 0.1
H 0.2 0.1 0.2
H -0.2 0.2 -0.6
H -0.1 -0.1 0.3
H -0.3 -0.5 -0.3
H -0.6 0.1 -0.5
H 0.9 -0.8 0.0
H -0.5 -0.2 -0.5
H 0.5 1.2 -0.9
H 0.0 0.2 -0.3
H -0.3 0.2 0.2
H -0.3 -0.4 -0.1
H -0.3 -0.9 0.1
H 0.2 -0.6 -0.6
H 0.9 -0.2 0.4
H 0.6 0.0 0.6
H 0.5 0.6 0.3
H 0.0 0.0 -0.3
H -0.8 -0.2 -0.8
H 0.4 -0.3 -0.2
H -0.1 -0.6 0.0
N 1.2 -0.5 0.4
C -0.5 0.6 -1.5
C -1.4 1.5 -0.4
C 0.2 0.6 0.5
N 0.5 -0.2 -0.1
H -0.2 -0.2 0.2
H 0.0 -0.1 0.1
H -0.4 0.1 0.0
H -0.3 0.0 0.5
H 0.7 -1.1 0.7
H 0.3 -0.4 -0.1
H -0.1 -0.5 0.5
H 0.0 0.5 -1.0
H -0.4 -0.6 0.2
H 0.1 0.1 0.2
C -1.7 0.7 -0.6
C 1.0 -0.3 -0.9
C 0.0 -0.7 1.3
C 0.5 -0.4 -0.6
C 0.1 -0.6 0.7
C -0.3 -0.6 0.2
C -0.6 0.6 0.1
S 0.7 0.4 -0.9
O -0.4 -0.6 0.2
O 0.2 0.3 -0.1
N -0.4 0.1 0.3
C -0.5 0.0 -0.3
C -0.6 0.4 0.3
C -0.8 -0.4 1.2
C 0.6 -0.7 -1.6
C 0.9 0.2 -0.3
N -0.2 0.3 0.6
H 0.4 -0.2 0.2
H 0.1 0.1 0.0
H 0.8 0.0 0.6
H -0.3 -0.3 -0.5
H -0.3 0.9 0.1
H 0.3 0.5 0.2
H 0.1 0.1 -0.3
H 0.2 -0.5 0.1
H 0.5 0.4 -0.5
H -0.2 0.1 0.2
H -0.2 0.1 0.1
S 0.2 0.0 -0.1
C 0.5 1.5 1.2
C -0.4 -0.9 -0.2
C -0.4 1.3 0.5
C 0.8 -0.3 -0.1
C 0.1 1.5 0.8
C -1.5 -1.2 -0.6
C -0.6 0.3 0.6
C 1.4 -0.3 -0.5
C -1.4 0.3 0.5
C -0.6 -0.1 0.4
C 0.1 -0.7 0.2
C -0.2 1.0 -0.7
C -0.2 -1.2 1.0
C 0.2 0.1 -0.5
H -0.1 -0.8 -0.6
H 1.0 0.1 -0.5
H -0.6 -0.6 -0.1
H -0.3 -0.3 -0.3
H 0.6 0.2 0.3
H 1.3 -0.7 -0.6
H 0.3 -0.4 0.1
H 0.5 0.5 -0.4
H 0.4 0.0 0.0
H -0.1 0.7 -0.3
H -0.4 0.1 -0.1

The spin multiplicity is 1. The gap between HOMO and LUMO comes out at 5.901 eV. As for the net charge: -2. The LUMO energy comes out at 3.78 eV.